Here is 2 unconnected molecules or ions with the total composition C9H10IN at a distorted geometry from the OMol25 dataset. Energies are from wB97M-V/def2-TZVPD.

Structure (XYZ):
```
21
Properties=species:S:1:pos:R:3:forces:R:3
I 6.69500 0.54805 -0.00235 0.666 0.232 -0.017
N 0.37620 -0.85362 0.17988 -0.536 0.212 0.448
C -0.95172 0.30315 0.31790 4.060 -2.828 -1.367
C 1.74978 -1.50589 -0.23783 -3.575 2.944 1.218
C -1.13218 1.12146 -0.76671 -0.104 0.194 -0.052
C 0.47786 -1.83582 -0.87098 -0.377 -0.437 -0.376
C -1.83500 0.13635 1.34662 0.021 0.029 0.110
C -3.00075 0.89037 1.27503 -0.058 0.010 0.079
C -2.30782 1.85540 -0.82059 0.100 -0.047 0.001
C 2.99138 -1.43336 0.15039 0.409 -0.237 -0.088
C -3.23557 1.73407 0.19977 -0.173 0.058 0.056
H -2.49821 2.49318 -1.66935 -0.049 0.123 -0.057
H 0.02903 -2.82024 -0.69137 0.056 0.063 -0.063
H -1.64632 -0.55109 2.15413 0.082 -0.088 0.020
H 0.35389 -1.52430 -1.91655 0.084 0.024 0.063
H -4.15982 2.29031 0.14862 -0.066 0.046 0.029
H -0.39743 1.17895 -1.55479 0.064 -0.052 -0.004
H 3.71936 -2.12421 -0.24133 0.131 -0.130 -0.088
H 5.21086 0.02664 0.04485 -0.637 -0.206 -0.021
H 3.30394 -0.72274 0.89897 -0.084 0.075 0.070
H -3.74249 0.79334 2.05568 -0.014 0.015 0.039
```
Positions in Å, forces in eV/Å.

SMILES: C=C1CN1c1ccccc1.I
maximum force: 5.133 eV/A
HOMO: -8.2022 eV
energy relative to the best compared isomer or geometry (same formula, charge and spin): 77.3 kcal per mole

These are the Löwdin partial charges, in e, on atoms 1 to 2:
1. I 0.441
2. N 0.013

---

Here is a molecular structure, C24H25BrN3ORuS at a distorted geometry from the OMol25 dataset. Energies are from wB97M-V/def2-TZVPD.

Structure (XYZ):
```
56
Properties=species:S:1:pos:R:3:forces:R:3
Ru -0.67163 1.38252 1.00029 1.108 0.218 -2.931
Br -1.49449 2.37744 3.02404 -0.282 -0.039 0.449
S 1.42426 1.81027 -0.18155 -1.247 -0.283 0.387
O 0.25291 -0.38927 1.74957 -1.177 0.529 -0.090
N 2.09904 -0.76336 0.44684 -0.062 -0.441 -0.174
N 3.81083 0.70644 0.19423 -0.026 -0.117 0.062
N -1.79160 3.13112 -0.26201 0.663 -1.059 1.091
C -5.75496 2.82423 1.09454 -0.008 -0.011 0.017
C -3.83122 1.80361 0.02009 -0.048 -0.073 0.129
C -1.09837 -4.26662 1.15203 0.003 -0.016 -0.035
C 0.96544 -1.13399 1.02322 0.513 0.462 0.059
C -3.74188 4.08471 0.81798 0.103 0.076 -0.114
C -5.04236 3.99857 1.28069 -0.025 -0.053 -0.023
C -3.32331 -1.39707 -1.92786 -0.068 -0.058 -0.027
C -5.14781 1.74545 0.47504 0.043 0.010 0.050
C -3.13948 3.00751 0.18360 -0.420 0.196 -0.093
C 2.48980 0.47902 0.22799 -0.128 0.481 -0.021
C -3.92795 -0.32462 -1.29576 0.041 0.099 -0.121
C 1.09721 -4.84939 0.36053 0.003 -0.028 -0.032
C -0.18937 -5.22515 0.72372 0.003 0.020 -0.020
C -3.17585 0.62705 -0.59925 0.066 0.097 -0.138
C -1.18243 -0.59587 -1.21450 -0.030 -0.052 -0.244
C -1.78955 0.44796 -0.52390 0.882 -0.043 1.496
C 4.73206 -0.41015 0.43274 -0.033 -0.159 -0.088
C -0.71493 -2.93888 1.23563 -0.009 0.039 0.004
C 1.48037 -3.52039 0.43590 0.009 0.052 -0.039
C 0.57838 -2.55996 0.88444 -0.047 -0.181 0.228
C -1.94188 -1.52142 -1.91607 0.027 0.162 -0.057
C 5.01617 2.09073 -1.48141 -0.070 -0.012 0.074
C 4.40840 2.00707 -0.08560 0.083 0.029 -0.115
C 4.88871 -1.33325 -0.77300 -0.036 0.083 0.023
H 5.69507 0.02226 0.70450 -0.023 0.033 0.044
H -1.63209 2.74147 -1.18332 -0.037 0.105 -0.075
H 1.80349 -5.59590 0.02085 0.002 0.002 0.002
H 5.86579 1.41557 -1.58304 0.001 0.005 -0.045
H 4.27071 1.83445 -2.23486 0.011 0.004 -0.015
H 5.36510 3.10552 -1.67327 0.019 -0.003 0.005
H -1.45486 4.08135 -0.19178 0.105 -0.028 0.033
H -6.77411 2.73733 1.44680 0.006 0.013 0.013
H -1.41587 -2.17963 1.55550 0.035 0.007 0.058
H 3.64729 2.77078 0.03780 0.002 -0.002 0.049
H -1.45388 -2.32641 -2.45115 -0.012 -0.035 0.038
H 2.47841 -3.21475 0.15230 0.013 -0.001 0.046
H -2.10722 -4.55242 1.41934 0.004 -0.010 0.003
H -3.93293 -2.12243 -2.45165 0.006 0.011 -0.014
H -0.48193 -6.26587 0.66693 -0.015 0.003 0.003
H 5.48653 -2.20196 -0.49448 0.016 0.004 -0.019
H -0.10347 -0.69011 -1.22392 -0.008 -0.034 0.088
H 4.36080 -0.98245 1.28119 0.042 0.036 0.031
H 3.91090 -1.67601 -1.10541 0.007 -0.040 0.002
H -5.70021 0.82122 0.37164 0.022 -0.023 0.012
H -5.49474 4.84137 1.78565 0.013 0.012 -0.008
H -5.00159 -0.20775 -1.36843 -0.007 0.020 -0.008
H 5.17968 2.18166 0.66803 -0.032 0.000 0.027
H -3.17388 4.99803 0.95410 -0.013 -0.003 0.021
H 5.37853 -0.82959 -1.60555 0.015 -0.001 0.006
```
Positions in Å, forces in eV/Å.

spin multiplicity: 2
maximum force: 3.141 eV/A
HOMO (alpha / beta): -7.9397 / -7.9269 eV
<S²>: 0.762
energy relative to the best compared isomer or geometry (same formula, charge and spin): 16.9 kcal per mole

These are the Löwdin partial charges, in e, on atoms 1 to 2:
1. Ru 0.685
2. Br -0.029

---

Here is 5 unconnected molecules or ions with the total composition C28H36Br3Cl10F2N3O10 at a distorted geometry from the OMol25 dataset. Energies are from wB97M-V/def2-TZVPD.

Structure (XYZ):
```
92
Properties=species:S:1:pos:R:3:forces:R:3
Br 1.85792 -0.96021 1.02399 -1.515 0.512 -0.744
Br -5.01775 -0.04606 -4.38802 0.853 0.058 0.326
Br 0.66076 -0.49918 -3.41774 0.381 -0.235 0.575
Cl -0.33362 -4.74681 -2.39271 -0.818 1.533 0.559
Cl 4.06898 -3.35467 6.80068 -0.098 -0.071 0.176
Cl 0.42266 2.03936 -5.88888 -0.097 -0.014 -0.079
Cl 6.06970 -2.10173 4.22153 0.011 0.057 -0.033
Cl 8.82878 -3.04794 4.09029 0.041 -0.037 0.074
Cl 4.67996 4.42857 -2.02449 0.160 0.023 -0.050
Cl 2.37127 -3.23514 4.43092 0.378 -0.588 -0.078
Cl 3.15242 2.41238 -4.91520 -0.028 -0.064 -0.015
Cl 5.10159 1.54017 -2.08777 0.097 -0.050 0.039
Cl -0.11406 -3.86155 0.44374 -0.778 1.477 -0.171
F -6.01123 0.43291 -0.88584 1.602 -1.487 0.653
F -6.34109 -1.59005 0.92479 1.679 1.201 -0.401
O -3.43194 2.04446 -1.68757 1.131 -0.405 1.351
O -5.15542 1.41914 0.81146 0.271 -0.303 0.199
O -1.94264 -1.42010 3.86794 1.316 0.844 -0.380
O -0.90317 3.47454 2.04838 -0.315 -0.148 -0.451
O -4.65694 -2.32229 2.05427 1.161 0.258 -0.081
O -4.99641 -2.17304 -1.81805 2.270 1.638 2.169
O -3.35547 -0.18865 -1.60827 1.437 -0.112 0.510
O -1.57074 0.10743 5.49066 -0.232 -0.377 -0.078
O -3.97202 2.44197 -4.51638 0.394 -0.253 0.109
O -3.77291 -3.58525 -0.71626 1.850 0.791 2.012
N -4.19306 -0.59761 0.51476 -1.654 -0.515 -0.255
N 2.12575 4.16021 0.77836 -0.481 -0.013 -0.535
N -0.69420 -0.22024 -0.29233 0.852 0.811 1.559
C 2.91972 -1.26210 -1.74139 -0.647 0.814 0.205
C -3.20674 -1.09011 -0.51724 -1.457 -0.738 -1.388
C -1.13313 -3.21844 -1.86861 -0.848 0.542 -0.455
C -1.85888 1.93316 0.37635 1.312 0.509 1.282
C 2.13318 1.68045 -6.16020 0.160 -0.068 -0.109
C -3.70209 1.36250 -4.09418 0.171 0.562 0.190
C -2.16545 -0.71485 2.58856 0.591 0.188 1.018
C -5.12294 0.44033 0.13268 -0.871 2.872 -0.189
C -1.07016 -2.70569 -0.61101 0.514 -1.666 -1.711
C 0.68978 -0.65532 -0.57479 2.233 -0.472 -0.238
C -0.22201 2.10552 -1.46896 1.203 1.187 -1.242
C -0.82536 2.42669 1.47536 0.354 -1.238 -0.252
C -1.10170 -0.61766 4.66450 0.578 0.567 0.546
C -4.02940 -2.41303 -0.99886 -3.034 -2.253 -4.452
C -1.74021 -1.36310 -0.07749 0.305 -3.314 2.333
C 1.46474 3.93275 -0.53788 -0.109 -0.075 -0.342
C -1.72594 -1.72393 1.49337 0.460 0.387 1.021
C 2.48560 -3.74252 6.12183 -0.090 -0.078 0.161
C 1.40948 -0.82306 -1.69977 0.348 -0.240 -0.054
C -1.94764 -2.57280 -2.99984 0.930 -0.822 -0.979
C -4.97963 -1.56675 1.21120 -1.515 -1.307 0.660
C -2.51767 0.90129 -1.81837 -0.648 1.810 -2.033
C 5.84619 3.12104 -1.80771 0.200 0.141 0.086
C -2.29589 1.10277 -3.38347 -0.835 -0.949 -1.305
C -1.22790 1.09033 -0.85292 -1.935 2.537 -0.019
C 0.45080 -0.60817 4.45140 -0.530 -0.485 -1.229
C 1.19291 2.38645 -0.82876 0.789 0.652 0.613
C 7.40109 -2.84744 5.11247 -0.008 -0.052 0.151
H -1.41152 0.12890 2.64044 -1.023 -0.375 -0.525
H 2.27327 0.60294 -6.14207 -0.056 0.088 0.109
H 7.65846 -2.21285 5.95591 0.002 0.033 -0.153
H 0.04248 1.73980 1.76133 -0.636 0.226 -0.217
H -1.96244 -1.48121 -2.85792 -0.495 -0.723 -0.063
H -1.88212 0.26417 -3.97731 0.077 0.349 0.709
H -2.96083 -3.03162 -3.17165 0.870 0.587 0.702
H 2.02157 2.07508 -1.52477 -0.962 -0.035 0.585
H -0.54948 0.06357 0.70196 -0.149 -0.205 -0.588
H 1.72003 -3.22806 6.69675 0.109 0.067 -0.091
H -0.73392 3.11332 -1.45224 0.202 -1.188 0.145
H -2.20729 -2.72056 1.68080 0.078 1.114 -0.527
H -2.20151 2.95121 0.06051 -0.313 -1.458 0.018
H 7.08228 -3.82374 5.46753 -0.008 0.057 -0.144
H 1.74454 5.04616 1.12196 0.425 -0.439 0.171
H -2.92459 2.84470 -1.91784 -0.495 -0.274 -0.040
H -1.74754 2.04386 -3.65573 -0.381 -0.967 0.610
H 1.83789 3.44040 1.44438 0.009 0.386 -0.200
H 1.40300 1.85030 0.13508 -0.355 0.297 -0.885
H 3.50495 -0.46190 -1.21403 -0.484 -0.803 -0.342
H 3.29334 -1.29687 -2.78807 -0.496 -0.164 0.749
H -0.66267 -1.86548 1.84925 -0.955 -0.106 -0.961
H 2.13232 4.32562 -1.35538 -0.695 -0.361 0.850
H 6.22908 3.15428 -0.79163 -0.168 -0.034 -0.043
H 3.06550 -2.23074 -1.20552 -0.175 0.753 -0.543
H -1.39463 -2.75884 -3.96672 -0.419 0.263 0.981
H 6.65988 3.25495 -2.51492 -0.155 -0.055 -0.035
H 0.83645 -1.64119 4.24180 -0.575 1.333 0.347
H 0.99460 -0.10757 5.28481 -0.751 -0.543 -0.463
H 0.52915 4.55148 -0.57393 0.442 -0.765 -0.162
H 0.67198 0.00111 3.52677 -0.270 -0.562 0.832
H -2.63879 1.36080 0.93643 0.255 0.597 -0.604
H 0.01748 2.00756 -2.56173 -0.612 -0.579 1.060
H 2.33073 -4.81615 6.17757 0.093 0.085 -0.103
H 2.42497 2.07490 -7.12941 -0.087 0.070 0.115
H -3.19447 -0.32725 2.66903 0.664 -0.210 -0.522
```
Positions in Å, forces in eV/Å.

SMILES: CC(=O)OCC[C@]1(/C(Cl)=C(\C)Cl)[N@@H+](/C(Br)=C(/C)Br)[C@@](CC=O)(CCCN)[C@@](O)(CC(=O)Br)O[C@]1(C(=O)[O-])N(C(=O)F)C(=O)F.ClCCl.ClCCl.ClCCl.ClCCl
maximum force: 5.839 eV/A
HOMO: -8.0374 eV

These are the Löwdin partial charges, in e, on atoms 1 to 2:
1. Br 0.857
2. Br 0.798